# 1
23
Properties=species:S:1:pos:R:3:mulliken_charge:R:1 method="wB97M-V/def2-TZVPD" energy_ha=-351.3058 homo_lumo_gap_ha=0.3703 lumo_energy_ev=1.02
C -0.029 -2.511 1.895 -1.32
C 0.298 -1.670 0.688 0.93
C -0.676 -1.232 -0.189 -0.31
C -0.374 -0.341 -1.226 -0.84
C 0.947 -0.012 -1.458 -0.34
C 1.939 -0.561 -0.645 -0.45
C 1.620 -1.246 0.516 -0.57
H 0.880 -2.935 2.324 0.34
H -0.607 -3.390 1.584 0.34
H -0.628 -2.066 2.689 0.29
H -1.691 -1.599 -0.120 0.34
H -1.221 -0.076 -1.843 0.54
H 1.209 0.762 -2.166 0.37
H 2.955 -0.278 -0.879 0.34
H 2.432 -1.504 1.183 0.34
C -1.537 2.384 0.063 -0.50
C -1.235 3.870 -0.131 -0.95
H -2.528 2.262 0.493 0.39
H -1.392 1.758 -0.814 -0.01
H -0.830 1.855 0.714 0.24
H -2.131 4.477 0.013 0.28
H -1.034 4.064 -1.192 0.30
H -0.397 4.263 0.408 0.28



# 2
36
Properties=species:S:1:pos:R:3:mulliken_charge:R:1 method="wB97M-V/def2-TZVPD" energy_ha=-990.6639 homo_lumo_gap_ha=0.2951 lumo_energy_ev=0.36
O 3.405 5.681 -4.693 -0.52
C 3.363 4.385 -4.294 0.77
C 3.435 4.152 -2.900 -0.70
C 3.642 2.810 -2.564 -0.36
C 3.687 1.785 -3.466 0.67
O 3.753 0.570 -2.981 -0.53
C 3.598 1.979 -4.838 -0.54
C 3.421 3.356 -5.270 -0.62
H 3.065 6.246 -3.995 0.29
H 3.372 5.029 -2.272 0.26
H 3.553 2.588 -1.511 0.25
H 3.664 0.430 -2.035 0.27
H 3.587 1.099 -5.465 0.40
H 3.621 3.631 -6.295 0.35
O -5.375 -1.207 0.232 -0.52
C -4.763 -1.576 1.363 0.43
C -4.336 -0.707 2.350 -0.49
C -3.712 -1.054 3.516 -0.40
C -3.524 -2.399 3.806 0.59
O -3.014 -2.852 5.027 -0.56
C -3.905 -3.320 2.811 -0.64
C -4.642 -2.937 1.726 -0.37
H -5.492 -1.985 -0.318 0.30
H -4.394 0.351 2.140 0.34
H -3.374 -0.249 4.151 0.34
H -2.945 -2.232 5.757 0.32
H -3.806 -4.391 2.908 0.39
H -5.117 -3.679 1.101 0.28
N 1.506 -3.025 1.832 -0.43
C 1.541 -1.705 1.770 0.64
N 0.679 -1.102 2.542 -0.36
O 2.337 -1.105 1.055 -0.66
H 2.007 -3.518 1.107 0.25
H 0.625 -3.377 2.179 0.19
H 0.059 -1.532 3.213 0.18
H 0.480 -0.138 2.313 0.21



# 3
28
Properties=species:S:1:pos:R:3:mulliken_charge:R:1 method="wB97M-V/def2-TZVPD" energy_ha=-3106.0887 homo_lumo_gap_ha="0.2105 / 0.2102" total_charge=+2 lumo_energy_ev="-9.84 / -9.85"
C 0.202 -0.403 0.871 -0.52
C 0.327 -0.522 -1.535 0.61
C -2.419 0.452 0.727 -0.61
C -1.734 -0.173 -0.434 -1.22
C -2.027 -0.370 1.959 -0.74
C 2.957 -1.798 0.031 -0.29
C 2.669 -0.450 -0.675 -0.09
C 2.651 0.690 0.342 -0.85
N -0.312 -0.440 -0.363 0.45
N -0.584 -0.465 1.951 -0.06
N 1.648 -0.664 -1.591 -0.17
N -0.457 -0.489 -2.621 -0.38
Br 2.215 -3.456 -0.236 0.21
H -2.063 1.532 0.681 0.28
H -3.531 0.444 0.365 0.35
H -2.243 -1.141 -0.719 0.49
H -1.942 0.437 -1.302 0.69
H -2.346 0.137 2.952 0.39
H -2.512 -1.314 2.030 0.34
H 3.796 -1.853 0.721 0.41
H 3.549 -0.246 -1.296 0.51
H 3.549 0.555 0.979 0.46
H 1.683 0.625 0.927 0.20
H 2.404 1.576 -0.281 0.37
H -0.167 -0.232 2.834 0.33
H 1.965 -0.301 -2.474 0.30
H -1.437 -0.802 -2.654 0.31
H 0.129 -0.339 -3.523 0.24



# 4
16
Properties=species:S:1:pos:R:3:mulliken_charge:R:1 method="wB97M-V/def2-TZVPD" energy_ha=-288.0547 homo_lumo_gap_ha=0.3935 total_charge=+1 lumo_energy_ev=-4.06
C 2.326 -0.021 -0.790 -0.87
C 2.635 0.804 0.267 -0.68
C -0.601 0.258 0.312 0.13
C -2.819 -0.560 -0.158 -1.05
N -1.913 0.372 0.396 -0.10
O 0.187 1.029 0.942 -0.41
H 2.295 -1.026 -0.839 0.42
H 1.918 0.339 -1.676 0.41
H 2.804 1.923 0.299 0.40
H 2.954 0.413 1.121 0.42
H -0.279 -0.525 -0.234 0.43
H -2.617 -1.567 0.040 0.39
H -3.786 -0.443 0.174 0.37
H -2.948 -0.613 -1.201 0.41
H -2.421 1.119 0.850 0.34
H 1.191 1.030 0.901 0.40



# 5
12
Properties=species:S:1:pos:R:3:mulliken_charge:R:1 method="wB97M-V/def2-TZVPD" energy_ha=-323.3623 homo_lumo_gap_ha="0.2828 / 0.2828" lumo_energy_ev="-0.24 / -0.24"
O 0.215 -2.500 0.885 -0.60
C 0.187 -1.330 0.523 0.07
C -0.873 -0.427 1.063 -0.20
C -1.648 0.307 1.627 0.07
C 1.216 -0.676 -0.231 -0.45
C -0.161 0.779 -1.373 -0.49
N 0.962 0.578 -0.734 -0.07
H -2.332 0.953 2.136 0.38
H 2.217 -1.082 -0.280 0.38
H -0.632 1.752 -1.398 0.31
H -0.612 -0.082 -1.849 0.35
H 1.539 1.380 -0.476 0.25



# 6
86
Properties=species:S:1:pos:R:3:mulliken_charge:R:1 method="wB97M-V/def2-TZVPD" energy_ha=-7347.8387 homo_lumo_gap_ha="0.1650 / 0.1630" lumo_energy_ev="-2.90 / -2.94"
W 0.458 -0.437 0.846 -1.32
O 0.684 -0.851 3.504 -0.58
C 0.201 0.264 3.310 0.83
O -0.669 0.431 2.359 -0.69
C 0.819 1.562 3.693 -0.06
C 0.755 2.420 4.762 -0.75
C 1.296 3.703 4.586 -0.39
C 1.706 4.168 3.348 -0.55
C 1.664 3.318 2.236 -0.03
C 1.417 1.944 2.477 0.32
O 1.630 0.977 1.562 -0.52
N 1.570 3.764 0.937 0.91
O 2.176 4.712 0.435 -0.53
O 0.588 3.136 0.253 -0.55
N 1.275 4.619 5.698 0.98
O 0.608 4.310 6.664 -0.60
O 1.913 5.643 5.593 -0.61
H 0.304 2.145 5.700 0.61
H 1.972 5.206 3.227 0.60
C -1.555 -2.814 -3.298 -1.56
C -1.443 -2.230 -1.897 -0.03
Ge 0.408 -1.444 -1.441 2.63
C 1.582 -2.865 -2.388 -1.08
C 3.036 -3.015 -1.965 -1.14
C 0.376 -0.148 -2.971 -1.20
C 0.344 1.174 -2.748 1.27
Ge 0.665 1.435 -0.762 1.10
C 2.791 1.669 -0.980 -0.91
C 3.437 0.341 -1.310 -1.03
C -1.632 1.389 -0.241 -0.22
C -2.292 2.459 -1.086 -1.26
C 0.313 2.213 -3.766 0.59
C 0.500 3.540 -3.382 -0.02
C 0.530 4.547 -4.327 -1.05
C 0.362 4.250 -5.671 -0.51
C 0.137 2.939 -6.059 -0.78
C 0.114 1.929 -5.119 -0.58
H -2.539 -3.257 -3.434 0.46
H -0.804 -3.581 -3.450 0.29
H -1.419 -2.041 -4.047 0.33
H -1.682 -3.011 -1.178 0.29
H -2.197 -1.445 -1.799 0.16
H 1.534 -2.633 -3.450 0.50
H 1.074 -3.813 -2.230 0.46
H 3.645 -2.195 -2.331 0.34
H 3.436 -3.939 -2.375 0.36
H 3.135 -3.067 -0.884 0.15
H 0.355 -0.531 -3.985 0.35
H 3.207 2.083 -0.060 0.50
H 2.954 2.389 -1.782 0.65
H 3.333 -0.363 -0.473 0.18
H 4.503 0.472 -1.497 0.56
H 2.988 -0.085 -2.209 0.14
H -1.798 1.595 0.822 0.42
H -2.017 0.385 -0.501 -0.22
H -1.860 3.425 -0.834 0.29
H -3.369 2.498 -0.912 0.44
H -2.120 2.271 -2.144 0.32
H 0.633 3.750 -2.328 0.41
H 0.697 5.565 -4.016 0.44
H 0.392 5.035 -6.412 0.39
H -0.012 2.702 -7.102 0.41
H -0.055 0.911 -5.432 0.39
S 2.577 -4.575 2.367 -0.11
C 1.793 -3.465 1.474 0.60
S 2.339 -1.804 1.392 -0.42
S 0.387 -3.926 0.474 -0.26
O -0.741 -1.735 1.280 -0.07
C -1.007 -3.054 1.487 -0.15
C -0.833 -3.562 2.931 -0.62
C -2.134 -3.552 3.737 -1.29
C -2.998 -2.308 3.507 0.16
C -4.009 -2.524 2.379 -1.10
C -3.352 -2.529 0.998 -0.24
N -2.230 -3.448 0.862 -0.08
H -0.086 -2.933 3.421 0.21
H -0.442 -4.582 2.892 0.57
H -1.861 -3.633 4.789 0.47
H -2.724 -4.438 3.491 0.39
H -2.351 -1.453 3.276 -0.31
H -3.546 -2.074 4.421 0.43
H -4.764 -1.736 2.403 0.43
H -4.524 -3.476 2.537 0.36
H -2.974 -1.522 0.776 -0.11
H -4.089 -2.800 0.237 0.48
H -2.478 -4.392 1.130 0.35



# 7
51
Properties=species:S:1:pos:R:3:mulliken_charge:R:1 method="wB97M-V/def2-TZVPD" energy_ha=-3280.8815 multiplicity=5 homo_lumo_gap_ha="0.2837 / 0.2982" s2=6.02 total_charge=+1 lumo_energy_ev="-3.51 / -4.88"
Ru -0.838 -0.055 0.486 1.60
C 2.091 -2.086 1.679 -1.10
C 1.390 -1.069 2.502 0.10
N 0.353 -0.331 2.116 0.16
C -0.028 0.467 3.175 -0.11
C 0.788 0.212 4.222 0.20
N 1.668 -0.744 3.770 -0.03
C 0.945 0.754 5.602 0.50
O 0.044 1.618 6.008 -0.50
O 1.880 0.372 6.257 -0.57
C -1.275 1.249 3.014 0.84
O -1.702 1.951 3.908 -0.77
O -1.852 1.069 1.851 -0.58
H 1.653 -2.101 0.685 0.04
H 1.983 -3.076 2.125 0.38
H 3.154 -1.863 1.598 0.38
H 2.406 -1.112 4.357 0.25
H -0.642 1.813 5.314 0.44
O -2.380 -1.610 1.460 -0.53
H -3.141 -1.039 1.638 0.38
H -2.675 -2.248 0.792 0.21
Cl -4.168 -2.500 -3.632 -0.08
C -3.534 -3.376 -2.320 0.25
Cl -2.830 -4.894 -2.646 -0.08
Cl -4.332 -3.200 -0.812 -0.10
C -0.852 -2.215 -1.975 0.94
O -0.788 -1.932 -3.093 -0.42
O -0.921 -2.474 -0.837 -0.51
C 2.373 0.034 -4.390 -1.15
C 2.448 0.041 -2.866 -0.44
S 0.925 0.727 -2.163 0.45
O 0.750 -0.178 -0.895 -0.51
C 1.538 2.322 -1.560 -0.64
C 2.272 2.216 -0.231 -0.90
H 3.269 -0.434 -4.796 0.41
H 2.312 1.046 -4.794 0.32
H 1.506 -0.530 -4.736 0.32
H 3.293 0.622 -2.498 0.36
H 2.502 -0.964 -2.448 0.34
H 0.655 2.952 -1.486 0.42
H 2.180 2.695 -2.361 0.55
H 1.618 1.829 0.547 0.00
H 2.593 3.214 0.069 0.43
H 3.152 1.575 -0.294 0.31
C -3.295 1.883 -2.153 -1.31
C -2.246 1.275 -1.288 0.75
O -2.369 0.047 -0.900 -0.35
O -1.231 1.903 -0.920 -0.64
H -4.066 1.156 -2.391 0.32
H -2.839 2.262 -3.067 0.35
H -3.738 2.729 -1.624 0.35



# 8
33
Properties=species:S:1:pos:R:3:mulliken_charge:R:1 method="wB97M-V/def2-TZVPD" energy_ha=-945.2670 homo_lumo_gap_ha=0.3610 lumo_energy_ev=0.86
C -2.408 2.192 -2.534 -0.65
O -2.633 1.577 -1.314 -0.38
Si -1.458 0.998 -0.258 0.42
C -0.781 2.348 0.788 -1.11
O -2.229 -0.118 0.737 -0.34
C -3.544 -0.545 0.469 -0.64
O -0.167 0.295 -1.034 -0.13
C -0.198 -1.100 -1.115 -0.38
C 1.210 -1.710 -1.117 -1.06
C 1.987 -1.381 0.090 0.54
C 2.290 -2.286 1.101 -0.59
C 3.084 -1.879 2.165 -0.41
C 3.569 -0.583 2.242 -0.46
C 3.178 0.317 1.289 -0.75
C 2.351 -0.060 0.256 -0.18
H -1.492 2.780 -2.465 0.30
H -2.312 1.407 -3.291 0.24
H -3.283 2.829 -2.736 0.22
H 0.312 2.392 0.763 0.32
H -0.998 2.210 1.833 0.34
H -1.179 3.303 0.491 0.38
H -3.707 -1.547 0.837 0.23
H -4.202 0.175 0.948 0.25
H -3.667 -0.482 -0.606 0.33
H -0.749 -1.305 -2.028 0.29
H -0.835 -1.458 -0.257 0.44
H 1.764 -1.386 -1.993 0.30
H 1.146 -2.815 -1.198 0.43
H 1.922 -3.299 1.051 0.36
H 3.333 -2.562 2.969 0.36
H 4.185 -0.305 3.076 0.40
H 3.525 1.336 1.308 0.38
H 1.988 0.664 -0.467 0.54



# 9
21
Properties=species:S:1:pos:R:3:mulliken_charge:R:1 method="wB97M-V/def2-TZVPD" energy_ha=-308.3314 homo_lumo_gap_ha=0.3446 lumo_energy_ev=1.06
C 1.855 -1.185 -0.481 -0.58
N 1.076 -1.555 0.686 -0.01
C 0.842 -0.361 1.591 -0.62
N -0.098 -2.208 0.280 -0.64
H 1.438 -0.318 -1.021 0.15
H 2.871 -0.949 -0.158 0.30
H 1.882 -2.043 -1.158 0.28
H 1.774 0.163 1.820 0.32
H 0.086 0.344 1.240 0.03
H 0.478 -0.792 2.524 0.33
H -0.815 -1.527 -0.047 0.21
H -0.467 -2.722 1.075 0.25
C -1.534 0.252 -1.296 -1.11
C -0.813 1.349 -1.081 0.23
C -1.141 2.377 -0.044 -1.23
H -1.370 -0.371 -2.159 0.33
H -2.391 0.020 -0.686 0.39
H 0.015 1.590 -1.736 0.41
H -1.840 1.983 0.700 0.31
H -0.235 2.710 0.472 0.30
H -1.613 3.244 -0.520 0.35



# 10
21
Properties=species:S:1:pos:R:3:mulliken_charge:R:1 method="wB97M-V/def2-TZVPD" energy_ha=-552.7546 homo_lumo_gap_ha=0.2951 lumo_energy_ev=0.50
C 2.246 -0.425 -0.774 -1.38
C 1.256 0.072 0.354 0.36
N 0.973 -0.784 1.471 -0.59
C 0.501 1.143 0.099 0.47
O -0.397 1.618 1.015 -0.51
O 0.695 1.970 -0.945 -0.63
H 3.070 -0.713 -0.217 0.47
H 2.422 0.485 -1.339 0.34
H 1.733 -1.101 -1.374 0.33
H 0.452 -0.387 2.236 0.27
H 1.861 -1.128 1.742 0.20
H -0.848 2.397 0.527 0.35
H 0.628 1.541 -1.899 0.35
C -1.390 -0.857 -1.194 -0.87
C -2.054 -0.630 -0.054 0.42
O -1.844 -1.119 1.189 -0.59
O -3.114 0.248 0.010 -0.51
H -0.460 -1.387 -1.037 0.41
H -1.504 -0.230 -2.012 0.36
H -0.932 -1.249 1.324 0.45
H -3.293 0.537 0.878 0.31



# 11
19
Properties=species:S:1:pos:R:3:mulliken_charge:R:1 method="wB97M-V/def2-TZVPD" energy_ha=-344.3196 homo_lumo_gap_ha=0.3235 lumo_energy_ev=0.65
N -1.194 0.613 -1.272 -0.47
C -0.331 -0.032 -0.382 0.16
C -0.383 -0.018 0.943 -0.65
C 0.700 -0.663 1.793 -0.54
C 2.121 -0.422 1.303 -0.46
N 2.427 0.991 1.429 -0.54
H -0.897 0.591 -2.231 0.22
H -2.187 0.628 -1.111 0.19
H 0.512 -0.464 -0.906 0.19
H -1.302 0.326 1.411 0.28
H 0.478 -1.733 1.853 0.28
H 0.614 -0.306 2.820 0.34
H 2.314 -0.816 0.309 0.27
H 2.743 -0.967 2.013 0.33
H 3.376 1.209 1.184 0.19
H 1.731 1.600 1.033 0.22
O -3.786 -0.194 -3.706 -0.64
H -3.005 -0.727 -3.529 0.32
H -3.932 0.384 -2.955 0.32



# 12
50
Properties=species:S:1:pos:R:3:mulliken_charge:R:1 method="wB97M-V/def2-TZVPD" energy_ha=-2486.6560 multiplicity=3 homo_lumo_gap_ha="0.2876 / 0.2092" s2=2.02 total_charge=+2 lumo_energy_ev="-6.13 / -9.40"
C -0.191 3.401 -1.031 -0.26
N 0.052 2.132 -1.484 -0.17
N 0.168 2.179 -2.888 -0.04
C 0.166 3.495 -3.202 -0.06
C -0.099 4.302 -2.085 -0.82
B 0.261 0.755 -3.655 0.25
N 1.251 -0.192 -2.944 -0.29
N 1.021 -0.605 -1.628 0.35
C 2.080 -1.370 -1.271 -0.16
C 2.973 -1.471 -2.332 -1.08
C 2.420 -0.713 -3.365 -0.05
Ti -0.665 0.405 -1.170 1.34
N -1.151 -0.028 -3.693 -0.31
N -1.718 -0.427 -2.455 0.14
C -2.793 -1.235 -2.739 -0.24
C -2.967 -1.281 -4.114 -0.96
C -1.910 -0.586 -4.670 -0.12
H -3.335 -1.715 -1.928 0.51
H -1.668 -0.452 -5.706 0.49
H -3.803 -1.738 -4.585 0.44
H 0.647 0.920 -4.769 -0.02
H 2.843 -0.529 -4.344 0.46
H 0.394 3.807 -4.197 0.50
H 3.915 -1.996 -2.311 0.41
H -0.201 5.387 -2.042 0.41
H 2.137 -1.752 -0.269 0.51
H -0.544 3.592 -0.035 0.47
H 0.169 -1.828 0.998 -0.11
C 0.156 -2.712 1.703 -0.86
H 0.486 -3.644 1.210 0.36
H 0.777 -2.496 2.591 0.31
H -0.884 -3.002 1.939 0.29
C -1.474 2.129 8.235 -1.36
C -1.616 1.775 6.800 0.91
C -2.080 0.507 6.414 -0.51
C -2.249 0.166 5.072 -0.26
C -1.726 1.032 4.085 0.19
C -1.451 2.370 4.443 -0.47
C -1.305 2.696 5.787 -0.54
S -2.762 0.346 1.657 0.58
O -1.462 0.632 2.790 -0.12
O -3.262 -0.989 2.018 -0.48
O -1.766 0.224 0.417 -0.43
H -2.408 2.048 8.787 0.38
H -0.760 1.475 8.733 0.37
H -1.115 3.147 8.352 0.37
H -2.323 -0.220 7.189 0.44
H -2.729 -0.762 4.767 0.47
H -1.296 3.095 3.647 0.42
H -0.950 3.689 6.054 0.34